C44H49N5O8Zr | ωB97M-V/def2-TZVPD

Geometry as XYZ:
```
107
Properties=species:S:1:pos:R:3:forces:R:3:lowdin_charge:R:1
Zr 0.04494 0.54944 0.37893 0.22 -0.29 0.39 1.98
C 1.55342 2.63224 -0.25175 -0.09 -0.05 -0.05 -0.29
C 0.20701 2.90875 -0.61814 -0.09 0.00 0.05 -0.30
C -0.54300 3.04271 0.58324 -0.06 -0.16 -0.10 -0.30
C 0.33448 2.82333 1.67298 -0.02 -0.11 0.02 -0.27
C 1.62732 2.55886 1.15183 -0.18 -0.10 0.22 -0.26
C 2.89247 2.35692 1.92526 -0.05 0.11 -0.06 -0.03
C -0.02631 3.09984 3.10022 -0.02 0.02 -0.01 -0.02
C -1.96467 3.48968 0.73013 0.01 0.03 0.00 -0.03
C -0.25265 3.26709 -2.00121 0.01 0.01 0.00 -0.03
C 2.74722 2.70342 -1.15166 0.01 0.04 0.01 -0.02
H 3.55928 3.21459 1.78257 -0.02 0.00 -0.01 0.09
H 3.42977 1.46607 1.59318 -0.04 0.00 0.02 0.07
H 2.71513 2.26182 2.99546 -0.03 0.00 0.00 0.06
H -0.07324 4.18192 3.25574 -0.01 0.00 0.00 0.09
H 0.70577 2.70078 3.80008 0.00 0.00 -0.01 0.07
H -1.00369 2.69036 3.35507 0.00 0.00 0.01 0.08
H -2.00299 4.48430 1.18227 0.00 0.00 0.00 0.09
H -2.53097 2.80959 1.36850 0.00 0.01 0.01 0.08
H -2.46803 3.55137 -0.23399 0.01 0.02 0.00 0.07
H 0.16989 4.23020 -2.29995 -0.01 0.01 0.01 0.09
H -1.33618 3.34230 -2.05285 0.00 0.00 -0.01 0.07
H 0.04716 2.53343 -2.75008 0.01 0.02 0.00 0.06
H 3.23814 3.67208 -1.01689 0.00 0.00 0.00 0.10
H 2.47199 2.62471 -2.20206 0.02 -0.01 0.00 0.07
H 3.48781 1.93276 -0.92993 -0.01 -0.01 0.00 0.07
O -2.92152 -1.55020 1.68088 -0.03 0.09 0.03 0.11
C -2.66805 -0.66277 0.90110 -0.24 0.14 -0.28 -0.57
O -1.92088 0.39003 1.16218 0.56 0.08 -0.03 -0.23
C -3.25647 -0.65024 -0.51729 0.08 0.05 0.05 -0.08
C -3.16149 0.74613 -1.13730 0.00 -0.08 -0.05 -0.24
C -3.93436 0.81038 -2.45824 0.02 -0.02 -0.01 -0.08
C -2.97368 0.07946 -3.42909 0.00 0.03 0.03 -0.09
C -1.88365 -0.37554 -2.46770 -0.08 -0.05 0.08 -0.24
O -1.77224 0.76805 -1.57910 0.25 -0.13 0.04 -0.14
C -2.41073 -1.48700 -1.53083 0.07 0.10 -0.03 -0.08
C -1.20837 -2.19649 -0.92327 -0.04 0.06 -0.14 -0.56
O -1.01762 -3.37829 -1.07622 0.01 -0.03 0.06 0.11
O -0.38189 -1.36802 -0.33811 0.10 0.16 0.36 -0.19
H -4.27609 -1.02786 -0.46413 -0.01 0.01 0.02 0.16
H -3.33155 1.56573 -0.45164 -0.01 -0.03 0.02 0.13
H -4.11067 1.84050 -2.76445 0.02 0.00 0.00 0.11
H -4.90092 0.31560 -2.36793 0.00 0.01 0.00 0.12
H -2.56193 0.76834 -4.16654 -0.01 -0.01 -0.01 0.12
H -3.43419 -0.75504 -3.95500 0.00 -0.01 0.01 0.12
H -0.91283 -0.59049 -2.90620 -0.02 0.00 -0.03 0.15
H -3.01748 -2.21182 -2.06768 0.02 -0.03 0.00 0.16
C 5.92305 2.57270 3.78058 0.05 -0.02 0.07 -0.07
O 6.92076 1.56585 3.65938 -0.01 0.03 -0.03 -0.08
C 6.99381 0.89847 2.48049 -0.01 -0.04 0.01 -0.28
C 7.85617 -0.19632 2.44290 0.01 0.00 0.03 0.00
C 7.95410 -0.96935 1.30186 0.02 0.01 -0.04 -0.03
C 7.16674 -0.68220 0.19386 0.03 0.06 0.17 -0.29
C 6.36726 0.45006 0.20241 0.00 0.08 0.02 -0.02
C 6.27698 1.24344 1.33763 0.02 0.01 -0.05 0.00
N 7.23010 -1.58222 -0.92828 0.15 -0.01 -0.05 0.08
N 6.19220 -2.09291 -1.37168 -0.07 -0.04 -0.14 0.08
C 4.95210 -1.83026 -0.69747 -0.10 -0.06 0.12 -0.25
C 4.75690 -2.15675 0.61962 -0.03 0.00 -0.04 -0.01
C 3.61193 -1.75024 1.31950 0.08 0.10 0.04 0.03
C 2.67500 -0.94942 0.70155 -0.03 -0.10 -0.15 -0.33
O 1.66143 -0.39181 1.30999 -0.30 0.12 -0.23 -0.26
C 2.79883 -0.73270 -0.69880 -0.01 0.02 -0.13 -0.14
N 1.77144 -0.05622 -1.28622 -0.25 -0.05 -0.08 0.04
C 1.80475 0.11340 -2.58644 -0.02 0.03 0.07 -0.13
C 2.87084 -0.32251 -3.39147 0.06 -0.02 -0.04 -0.03
C 3.93850 -0.94810 -2.81049 -0.02 0.02 -0.04 0.02
C 3.91974 -1.19036 -1.41961 -0.08 -0.02 0.02 -0.10
H 5.99132 2.93946 4.80109 0.00 -0.01 -0.01 0.10
H 4.92335 2.16354 3.62410 0.09 -0.01 0.00 0.06
H 6.11050 3.39902 3.08998 0.00 0.00 -0.02 0.10
H 8.43389 -0.42876 3.32781 0.00 -0.01 0.00 0.12
H 8.61172 -1.82929 1.27409 -0.01 0.00 0.00 0.12
H 5.77628 0.70202 -0.67051 0.04 0.02 0.03 0.11
H 5.62578 2.10524 1.32940 0.05 -0.01 -0.01 0.09
H 5.53527 -2.69130 1.14862 0.00 0.00 0.01 0.12
H 3.49077 -1.99929 2.36556 -0.01 0.00 0.00 0.12
H 0.97063 0.64249 -3.03272 0.00 -0.01 0.00 0.10
H 2.83407 -0.14836 -4.45775 0.00 0.00 0.00 0.11
H 4.78381 -1.28197 -3.39781 0.00 -0.01 0.00 0.12
C 2.03661 -1.58204 8.70129 0.00 0.00 0.00 -0.07
C 2.45561 -1.59751 7.23884 0.02 -0.02 0.00 -0.21
N 3.08467 -0.35428 6.81196 0.01 -0.01 0.02 -0.05
C 4.43148 -0.06570 7.30747 0.00 0.00 0.00 -0.19
C 4.46442 1.09134 8.29472 -0.01 0.00 0.01 -0.07
C 2.58859 0.47154 5.86297 -0.02 0.10 0.02 -0.40
O 3.23460 1.41996 5.42622 0.00 -0.05 -0.03 0.05
C 1.21097 0.23021 5.31941 0.04 -0.03 -0.03 -0.12
C 0.04571 0.22568 6.07135 0.02 -0.01 0.05 -0.01
C -1.16581 0.12176 5.41044 -0.02 -0.02 -0.02 -0.03
C -1.17329 0.04607 4.02375 -0.04 -0.06 -0.04 -0.11
N -0.05827 0.05588 3.29583 0.10 0.10 -0.12 0.08
C 1.10227 0.13205 3.94073 -0.12 -0.02 0.04 -0.08
H 1.57135 -2.53136 8.96840 0.00 0.00 0.00 0.08
H 1.32217 -0.78105 8.89669 0.00 0.00 0.00 0.07
H 2.89612 -1.43440 9.35668 -0.01 0.01 0.00 0.07
H 1.60008 -1.79454 6.59776 0.00 0.00 0.00 0.11
H 3.16726 -2.41100 7.06915 0.00 0.00 -0.01 0.12
H 5.07172 0.15638 6.45186 -0.02 0.01 0.01 0.12
H 4.80367 -0.97907 7.77343 -0.01 -0.01 0.01 0.12
H 4.10562 2.00178 7.81706 0.00 0.00 0.00 0.07
H 5.48496 1.26251 8.63994 0.00 0.00 -0.01 0.08
H 3.83988 0.88368 9.16469 0.00 0.00 0.00 0.07
H 0.08235 0.30954 7.15129 0.00 0.01 -0.01 0.12
H -2.09826 0.10790 5.95767 -0.01 0.00 -0.02 0.11
H -2.09468 -0.03458 3.46175 0.00 0.01 0.04 0.10
H 1.98886 0.12386 3.32597 0.02 0.02 -0.01 0.10
```
Forces are in eV/Å.

For the orbital gap, the calculation gives 7.23 eV. As for the multiplicity: 1. The total energy is -2629.03222 hartree. The energy above the lowest of the compared OMol25 structures with the same formula, charge and spin is 82.8 kJ/mol. Its total charge is 0.